1.
Formula: C2H10O4
Source: OMol25
Level of theory: wB97M-V/def2-TZVPD

Structure (XYZ):
```
16
Properties=species:S:1:pos:R:3:forces:R:3
O 0.959668 -2.787357 0.104768 0.14 0.08 -0.40
C 1.240054 -1.846938 0.802467 -0.36 -0.18 0.55
C 1.769683 -0.528934 0.373642 0.40 0.24 -0.79
H 1.081829 -1.946026 1.893027 0.07 0.05 0.10
H 1.957694 -0.472832 -0.698680 -0.22 -0.17 -0.03
H 1.105708 0.291030 0.646354 -0.09 -0.08 0.19
H 2.730747 -0.360929 0.852894 0.07 0.07 0.34
H -0.914333 -2.467771 -0.946847 -0.13 0.31 0.35
H -2.416024 -2.311641 -1.136505 -0.06 0.08 0.08
O -1.675664 -1.941627 -0.644008 0.10 -0.24 -0.36
H -1.866513 0.496741 -0.043411 0.06 -0.18 -0.18
H -1.999556 1.571470 -1.142657 0.00 -0.09 0.00
O -1.610707 1.393864 -0.281420 0.04 0.13 0.18
H -0.103934 4.267827 0.524920 0.12 0.18 -0.18
H -0.323685 2.888063 -0.030362 0.17 0.39 -0.45
O 0.065027 3.755053 -0.274189 -0.31 -0.59 0.61
```
Forces are in eV/Å.

Properties
Total charge: 0
SMILES: CC=O.O.O.O
LUMO energy (eV): 0.6


2.
Formula: C10H16O
Source: OMol25
Level of theory: wB97M-V/def2-TZVPD

Structure (XYZ):
```
27
Properties=species:S:1:pos:R:3:forces:R:3
C -3.295837 1.284994 -1.052375 -3.95 -5.24 -2.71
C -4.076231 1.796475 -2.256905 0.25 3.62 1.62
H -4.039728 0.931100 -0.374660 -0.21 0.01 1.11
H -2.609669 0.456742 -1.186747 0.20 0.02 -0.56
H -2.859815 2.086581 -0.812382 3.88 5.77 3.12
H -4.792083 2.671148 -1.957005 1.35 -1.23 0.16
H -3.421575 2.319861 -2.935920 0.13 -0.43 -0.82
H -4.775922 1.182163 -2.645053 -1.62 -2.52 -1.92
C 0.390525 -2.633947 1.271596 0.40 -1.88 0.86
C -1.164793 -2.474252 1.372921 1.79 5.32 -1.32
C 1.077017 -1.402507 0.696777 -1.74 -0.86 1.11
C 1.891727 -0.643267 1.525057 -1.89 4.44 -6.95
C 0.529002 -0.900565 -0.475342 -1.58 -1.61 -0.98
C 2.218565 0.681981 1.041694 -1.39 -2.99 0.54
C 0.829381 0.319104 -0.915568 0.99 3.49 -0.10
C 1.658933 1.141903 -0.151487 1.18 -2.83 3.41
O 2.209327 2.237170 -0.565638 1.11 6.40 -1.94
H 0.846131 -2.826415 2.312830 -0.79 0.10 -1.49
H 0.604484 -3.555411 0.648154 -0.09 0.91 0.63
H -1.567068 -2.231390 0.317451 0.53 -0.09 1.76
H 2.245221 -1.057568 2.314793 2.30 -2.24 5.31
H -0.278193 -1.400661 -1.095362 1.28 0.01 1.10
H 2.908915 1.330635 1.524575 0.47 0.27 0.56
H 0.417769 0.848222 -1.744469 -0.46 -0.35 -0.91
H 2.393648 3.087432 0.017119 -0.96 -3.37 -1.21
H -1.339820 -1.539060 2.094882 0.07 -1.82 -1.73
H -1.756621 -3.220251 1.708694 -1.26 -2.88 1.33
```
Forces are in eV/Å.

Properties
Total charge: 0
SMILES: CCc1ccc(O)cc1.CC
LUMO energy (eV): 0.7


3.
Formula: C6H10O
Source: OMol25
Level of theory: wB97M-V/def2-TZVPD

Structure (XYZ):
```
17
Properties=species:S:1:pos:R:3:forces:R:3
C 2.237624 -0.192759 -0.079888 -0.01 -0.08 0.01
C 1.031879 0.721342 0.171665 -0.08 0.02 -0.01
C -0.184323 -0.005023 0.762913 0.11 -0.22 -0.08
O -1.259064 0.959591 1.130589 -0.36 0.01 -0.16
C -2.307972 0.910907 0.331482 0.21 1.26 -0.09
C -1.871098 0.090559 -0.868059 -0.12 0.07 0.17
C -1.077658 -0.918841 -0.064404 -0.15 -0.59 0.37
H 2.040268 -0.928606 -0.867351 -0.03 0.10 0.13
H 2.530918 -0.737574 0.825761 -0.12 0.07 -0.12
H 3.108695 0.395036 -0.393963 -0.22 -0.08 0.05
H 0.785272 1.262283 -0.750853 -0.10 -0.17 0.17
H 1.321177 1.489115 0.901492 -0.12 -0.12 -0.11
H 0.126505 -0.481274 1.697499 -0.13 0.15 -0.02
H -1.837269 -1.231909 0.687531 0.57 -0.54 -0.34
H -2.656452 -0.307912 -1.515878 -0.02 0.15 0.41
H -1.278268 0.811260 -1.454664 0.08 -0.35 -0.06
H -0.710233 -1.836203 -0.513878 0.49 0.29 -0.31
```
Forces are in eV/Å.

Properties
Total charge: 0
LUMO energy (eV): 0.8


4.
Formula: C6H4S2
Source: OMol25
Level of theory: wB97M-V/def2-TZVPD

Structure (XYZ):
```
12
Properties=species:S:1:pos:R:3:forces:R:3
C -0.681927 -0.230412 -0.804518 1.17 0.64 -0.40
C -0.127134 1.860286 0.178677 0.18 -1.65 -2.06
C 0.106948 0.511650 0.264040 -0.94 0.67 0.28
C -1.048087 0.651822 -1.926859 0.85 1.39 -0.83
C 0.597560 -0.079894 1.363571 -0.78 -4.41 -1.02
C 0.782145 -2.109493 0.304941 -0.40 3.38 0.86
S -0.676313 2.231599 -1.432912 -1.34 -1.88 -0.39
S -0.132380 -1.995721 -1.043390 1.04 0.36 0.95
H -1.671332 -0.413969 -0.454766 -1.22 0.02 0.93
H -0.062795 2.493983 0.979845 0.45 1.80 1.44
H 1.484759 -0.021508 1.896923 1.49 0.13 0.63
H 1.428557 -2.898343 0.674448 -0.50 -0.45 -0.40
```
Forces are in eV/Å.

Properties
Total charge: 0
LUMO energy (alpha / beta) (eV): -1.1 / -1.1


5.
Formula: CHF4P
Source: OMol25
Level of theory: wB97M-V/def2-TZVPD

Structure (XYZ):
```
7
Properties=species:S:1:pos:R:3:forces:R:3
C 1.366556 -1.066510 1.487234 0.53 -0.09 0.24
F 1.286331 -2.286935 2.017087 -0.03 0.68 -0.34
F 1.548075 -0.154560 2.445977 -0.22 -0.47 -0.55
F 2.362655 -1.004437 0.601687 -0.60 -0.05 0.42
F -1.183972 -1.195456 -1.705392 -0.16 -0.11 0.26
P -1.454269 -0.376600 -0.341954 0.50 -0.17 -0.26
H -0.644640 0.709349 -0.764792 -0.02 0.21 0.23
```
Forces are in eV/Å.

Properties
Total charge: 0
LUMO energy (alpha / beta) (eV): -1.2 / -1.0


What did we get for energy above the lowest of the compared OMol25 structures with the same formula, charge and spin? Answer: 5.4 89.2 60.5 123.6 60.9 kcal per mole, in the order shown.